{
  "formula": "C5H15NO",
  "method": "ωB97M-V with the def2-TZVPD basis set",
  "charge": 1,
  "orbital_gap_ev": [11.2, 6.1],
  "spin_multiplicity": 2,
  "lumo_energy_ev": [-3.5, -8.5],
  "de_lowest_kj_mol": 124.5,
  "symbols": ["C", "C", "C", "C", "C", "N", "H", "H", "H", "H", "H", "H", "H", "H", "H", "H", "H", "H", "H", "H", "H", "O"],
  "xyz": [[-1.4984, -1.3161, 0.2032], [-0.3702, -0.6822, 1.1049], [0.2911, 0.4435, 0.3277], [1.5758, 0.8855, 1.1019], [-0.5503, 1.6723, 0.0325], [-1.1133, -2.6215, -0.2629], [-2.4653, -1.4782, 0.6650], [-1.6908, -0.7377, -0.6994], [0.3447, -1.4613, 1.3013], [-0.8853, -0.3672, 2.0106], [0.7784, -0.0182, -0.5307], [1.7325, 1.9593, 1.2195], [1.7270, 0.5412, 2.1301], [2.4681, 0.5560, 0.5677], [0.0494, 2.5203, -0.2727], [-1.2361, 1.4709, -0.8004], [-1.2084, 1.9610, 0.8411], [-0.5219, -2.7191, -1.0937], [-0.8719, -3.3416, 0.4240], [1.5937, 1.5060, -3.0357], [0.5525, 0.6176, -2.3165], [1.2985, 0.6094, -2.9174]],
  "forces_ev_per_a": [[-0.86, -1.13, -1.82], [-0.77, 0.21, -0.42], [1.82, 0.58, 1.23], [0.98, 0.14, 0.62], [-0.91, -0.78, -1.10], [1.57, 0.50, 0.63], [-0.09, 0.26, 0.82], [0.15, 0.25, 0.15], [0.43, -0.15, 0.49], [0.25, 0.01, 0.17], [-0.66, 0.13, -0.54], [-0.57, 0.10, -0.36], [-0.52, -0.41, -0.09], [-0.06, -0.16, -0.05], [0.18, 0.06, 0.08], [-0.01, 0.11, -0.06], [0.16, 0.09, 0.52], [-0.46, 0.11, -0.17], [-0.59, -0.02, 0.00], [0.03, 0.58, -0.01], [-0.08, 0.44, -0.11], [0.01, -0.94, 0.00]],
  "lowdin_spin": [0.103, 0.109, 0.020, 0.017, 0.001, 0.681, 0.025, 0.000, -0.001, 0.008, 0.001, 0.002, 0.000, 0.001, 0.001, 0.000, 0.000, 0.017, 0.015, 0.000, 0.000, 0.000]
}